No. 1
DFT (ωB97M-V/def2-TZVPD) results for C4H7F in the gas phase.

Geometry (Å):
C1 1.471 1.162 -0.034
C2 1.126 -0.145 -0.013
F1 2.079 -1.072 -0.016
C3 -0.252 -0.804 -0.035
C4 -1.539 -0.016 -0.049
H1 2.530 1.434 -0.065
H2 0.692 1.904 0.124
H3 -0.228 -1.495 -0.910
H4 -0.283 -1.461 0.918
H5 -1.540 0.883 -0.685
H6 -1.683 0.338 0.979
H7 -2.373 -0.728 -0.214

SMILES: C=C(F)CC
Total charge: 0
Energy above the lowest of the compared OMol25 structures with the same formula, charge and spin in kJ/mol: 6.84

No. 2
DFT (ωB97M-V/def2-TZVPD) results for a molecular structure, C6H13CuO3.

Geometry (Å):
H1 2.611 -1.553 -1.791
C1 2.643 -0.518 -1.414
H2 0.389 -1.375 -2.383
H3 3.108 0.116 -2.187
H4 3.244 -0.494 -0.497
C2 0.379 -0.305 -2.102
H5 0.607 0.254 -3.027
O1 1.349 -0.064 -1.092
C3 -0.978 0.045 -1.520
H6 -1.749 -0.319 -2.232
H7 -1.055 -0.582 -0.603
O2 -1.161 1.368 -1.157
C4 -1.871 1.589 0.952
H8 -2.623 2.034 0.279
O3 -1.194 -0.508 1.909
C5 -1.022 0.867 1.826
C6 -0.150 -1.235 2.513
H9 0.736 -1.247 1.854
H10 -0.511 -2.256 2.687
H11 -0.895 1.329 2.817
H12 0.161 -0.766 3.461
Cu1 0.640 1.710 0.046
H13 -2.657 1.911 1.659

Total charge: 0
Energy above the lowest of the compared OMol25 structures with the same formula, charge and spin in kJ/mol: 421.68

No. 3
DFT (ωB97M-V/def2-TZVPD) results for C21H23N3O6S in the gas phase.

Geometry (Å):
C1 -1.378 2.500 4.484
O1 -0.126 2.059 4.014
C2 0.465 2.748 3.005
C3 -0.076 3.842 2.359
C4 0.626 4.458 1.316
C5 0.058 5.579 0.671
N1 -0.407 6.488 0.150
C6 1.864 3.971 0.916
C7 2.411 2.874 1.562
C8 1.736 2.266 2.607
O2 2.189 1.192 3.318
C9 3.465 0.680 3.020
C10 3.530 -0.065 1.677
O3 4.558 -0.155 1.046
N2 2.329 -0.592 1.337
C11 1.983 -1.333 0.206
C12 2.913 -1.743 -0.748
C13 2.495 -2.490 -1.830
C14 1.160 -2.856 -2.017
C15 0.790 -3.673 -3.215
C16 0.250 -2.428 -1.060
S1 -1.529 -2.693 -1.071
O4 -1.927 -3.706 -2.012
O5 -1.964 -2.850 0.286
N3 -2.007 -1.153 -1.557
C17 -1.874 -0.909 -2.981
C18 -3.088 -1.437 -3.753
O6 -4.288 -0.909 -3.229
C19 -4.440 -1.251 -1.868
C20 -3.282 -0.696 -1.035
C21 0.650 -1.680 0.032
H1 -1.324 3.520 4.877
H2 -1.644 1.818 5.289
H3 -2.142 2.451 3.701
H4 -1.037 4.240 2.642
H5 2.396 4.444 0.106
H6 3.368 2.501 1.235
H7 3.680 -0.040 3.816
H8 4.239 1.455 3.039
H9 1.568 -0.417 1.985
H10 3.951 -1.479 -0.631
H11 3.224 -2.810 -2.559
H12 -0.237 -4.017 -3.151
H13 0.915 -3.085 -4.124
H14 1.449 -4.536 -3.291
H15 -0.962 -1.399 -3.320
H16 -1.780 0.173 -3.124
H17 -3.049 -1.123 -4.797
H18 -3.101 -2.533 -3.693
H19 -5.392 -0.822 -1.551
H20 -4.468 -2.345 -1.755
H21 -3.351 -1.040 -0.004
H22 -3.284 0.398 -1.067
H23 -0.104 -1.392 0.748

SMILES: COc1cc(C#N)ccc1OCC(=O)Nc1ccc(C)c(S(=O)(=O)N2CCOCC2)c1
Total charge: 0
Energy above the lowest of the compared OMol25 structures with the same formula, charge and spin in kJ/mol: 389.45

No. 4
DFT (ωB97M-V/def2-TZVPD) results for C6H18BO2P in the gas phase.

Geometry (Å):
C1 -2.098 2.192 -1.095
C2 -1.576 0.855 -1.654
C3 -0.083 0.609 -1.405
P1 0.236 0.124 0.404
C4 0.332 -0.312 2.260
C5 -1.040 -0.659 2.830
C6 2.024 -0.251 0.079
B1 2.246 -1.560 -0.759
O1 2.816 -1.461 -2.037
O2 1.921 -2.813 -0.279
H1 -2.934 2.008 -0.430
H2 -1.333 2.735 -0.561
H3 -2.488 2.792 -1.909
H4 -1.706 0.849 -2.731
H5 -2.133 0.000 -1.276
H6 0.466 1.526 -1.623
H7 0.234 -0.152 -2.122
H8 -0.068 1.470 0.780
H9 -0.824 -0.842 0.298
H10 1.052 -1.094 2.488
H11 0.679 0.579 2.782
H12 -1.459 -1.493 2.273
H13 -0.931 -0.966 3.864
H14 -1.695 0.204 2.778
H15 2.465 0.593 -0.437
H16 2.548 -0.369 1.022
H17 2.093 -1.349 -2.679
H18 1.254 -3.216 -0.863

SMILES: CCC[PH2](CC)CB(O)O
Total charge: 0
Energy above the lowest of the compared OMol25 structures with the same formula, charge and spin in kJ/mol: 0.00

No. 5
DFT (ωB97M-V/def2-TZVPD) results for 2 unconnected molecules or ions with the total composition C4H7NO.

Geometry (Å):
C1 -0.407 -1.019 0.281
C2 0.581 -0.208 -0.366
C3 0.996 1.225 0.001
N1 -1.736 -0.940 0.050
C4 -2.588 -0.264 -0.478
O1 -3.549 0.270 -0.863
H1 -0.081 -1.894 0.824
H2 1.646 -0.966 1.469
H3 0.259 -0.114 -1.419
H4 1.567 -0.794 0.242
H5 1.334 1.243 1.036
H6 1.814 1.540 -0.650
H7 0.163 1.921 -0.127

Total charge: 0
Energy above the lowest of the compared OMol25 structures with the same formula, charge and spin in kJ/mol: 563.69

No. 6
DFT (ωB97M-V/def2-TZVPD) results for a molecular structure, C24H48BaN2O4.

Geometry (Å):
Ba1 0.173 0.139 -1.096
C1 -4.918 -0.004 -2.127
C2 -4.857 -0.197 -0.609
C3 -5.955 -1.178 -0.253
C4 -5.791 -1.835 1.121
C5 -4.467 -2.567 1.082
C6 -3.283 -1.620 0.848
N1 -3.554 -0.757 -0.276
O1 -2.513 -0.074 -0.848
C7 -2.052 -2.458 0.542
C8 -3.020 -0.789 2.123
C9 -5.083 1.155 0.072
H1 -4.122 0.661 -2.455
H2 -5.870 0.483 -2.368
H3 -4.832 -0.950 -2.655
H4 -6.222 -1.949 -0.978
H5 -6.896 -0.598 -0.191
H6 -6.579 -2.581 1.248
H7 -5.826 -1.105 1.929
H8 -4.477 -3.382 0.356
H9 -4.221 -3.051 2.040
H10 -2.222 -3.116 -0.312
H11 -1.766 -3.077 1.400
H12 -1.231 -1.782 0.333
H13 -3.015 -1.413 3.033
H14 -3.827 -0.071 2.246
H15 -2.033 -0.328 2.110
H16 -4.176 1.759 -0.008
H17 -5.416 1.094 1.107
H18 -5.815 1.738 -0.505
C10 4.496 1.014 -3.741
C11 3.603 0.187 -2.804
C12 4.418 -0.984 -2.223
C13 5.503 -0.524 -1.277
C14 4.895 0.354 -0.183
C15 3.945 1.456 -0.672
N2 3.052 0.912 -1.682
O2 2.055 1.829 -2.012
C16 4.792 2.650 -1.151
C17 3.110 1.909 0.510
C18 2.458 -0.407 -3.618
H19 4.757 0.418 -4.627
H20 5.457 1.256 -3.296
H21 4.021 1.919 -4.117
H22 4.845 -1.570 -3.042
H23 3.718 -1.591 -1.638
H24 6.320 -0.011 -1.792
H25 5.976 -1.378 -0.782
H26 5.705 0.787 0.418
H27 4.388 -0.306 0.539
H28 5.042 3.295 -0.298
H29 4.229 3.268 -1.851
H30 5.762 2.387 -1.571
H31 2.628 2.867 0.342
H32 3.751 1.972 1.400
H33 2.382 1.134 0.772
H34 2.768 -0.704 -4.618
H35 1.656 0.328 -3.717
H36 2.071 -1.311 -3.123
C19 -0.905 2.712 3.122
C20 -0.902 2.257 1.699
O3 -0.284 1.268 1.359
C21 -1.706 3.060 0.707
H37 -1.908 2.576 3.532
H38 -0.535 3.731 3.232
H39 -0.241 2.078 3.714
H40 -2.505 3.572 1.241
H41 -2.126 2.378 -0.038
H42 -1.043 3.780 0.224
C22 2.427 -3.100 1.935
C23 1.710 -1.790 1.882
O4 1.409 -1.302 0.812
C24 1.268 -1.182 3.181
H43 2.930 -3.266 0.985
H44 1.726 -3.888 2.207
H45 3.212 -3.064 2.696
H46 1.297 -0.097 3.126
H47 1.979 -1.472 3.956
H48 0.260 -1.549 3.373

DFT total energy in a.u.: -1379.1820
Total charge: 0

No. 7
DFT (ωB97M-V/def2-TZVPD) results for 2 unconnected molecules or ions with the total composition C3H11NO2.

Geometry (Å):
C1 1.078 2.867 0.087
C2 -0.083 2.725 -0.846
O1 0.434 2.478 -2.214
H1 1.307 1.930 0.616
H2 2.054 3.148 -0.368
H3 0.839 3.665 0.826
H4 -0.603 3.693 -1.146
H5 -0.948 2.116 -0.614
H6 0.965 1.666 -2.144
N1 0.231 -3.428 1.378
C3 -0.981 -2.820 0.928
O2 -1.084 -2.670 -0.513
H7 0.541 -4.336 1.069
H8 0.970 -2.777 1.129
H9 -1.793 -3.339 1.420
H10 -1.056 -1.780 1.196
H11 -1.872 -3.140 -0.803

SMILES: CCO.NCO
Total charge: 0
Energy above the lowest of the compared OMol25 structures with the same formula, charge and spin in kJ/mol: 133.10